1.
Below is a molecular structure, C2H5N3S2, with properties calculated with ωB97M-V with the def2-TZVPD basis set.

Output
E_HOMO in eV: -8.43
Total charge: 0
Max |F| in eV/A: 5.995
HOMO-LUMO gap in eV: 7.98
Energy above the lowest of the compared OMol25 structures with the same formula, charge and spin in kcal per mole: 127.1
E_LUMO in eV: -0.5

```
12
C2H5N3S2 | OMol25 | ωB97M-V with the def2-TZVPD basis set
C -0.73 0.19 -0.10
C 1.75 -0.61 -0.08
H -2.09 -1.59 -0.61
H -0.93 -1.66 1.06
H -2.42 0.66 -0.33
H 0.03 2.70 0.42
H 1.35 -1.77 0.24
N -1.07 -1.11 0.18
N -1.47 1.10 -0.68
N 0.75 0.31 0.05
S 1.33 1.95 0.12
S 3.49 -0.15 -0.27
```

Atom charges from the natural (NBO) analysis, given in e for atoms 1 to 6: atom 1 (C): 0.5500, atom 2 (C): -0.0303, atom 3 (H): 0.4140, atom 4 (H): 0.4256, atom 5 (H): 0.3473, atom 6 (H): 0.1629

---

2.
Below is C2H5N3S2 in the gas phase, with properties calculated with ωB97M-V with the def2-TZVPD basis set.

Output
SMILES string: [H]/N=C\N(S)/C=N\S
E_HOMO in eV: -9.21
Total charge: 0
Max |F| in eV/A: 1.931
HOMO-LUMO gap in eV: 9.48
Energy above the lowest of the compared OMol25 structures with the same formula, charge and spin in kcal per mole: 61.9
E_LUMO in eV: 0.3

```
12
C2H5N3S2 | OMol25 | ωB97M-V with the def2-TZVPD basis set
C 0.35 -0.49 0.77
C -1.76 0.06 -0.32
H 3.56 -0.56 -0.35
H -0.19 -1.12 1.49
H 0.76 2.05 -0.80
H -2.33 0.96 -0.57
H -1.56 -1.79 -0.20
N 1.59 -0.72 0.70
N -0.49 0.40 0.10
N -2.22 -1.08 -0.51
S 2.47 0.17 -0.50
S -0.18 2.11 0.18
```

Atom charges from the natural (NBO) analysis, given in e for atoms 1 to 6: atom 1 (C): 0.2271, atom 2 (C): 0.2801, atom 3 (H): 0.1295, atom 4 (H): 0.1809, atom 5 (H): 0.1232, atom 6 (H): 0.1774

---

3.
Below is a molecular structure, C2H5N3S2, with properties calculated with ωB97M-V with the def2-TZVPD basis set.

Output
E_HOMO in eV: -8.34
Total charge: 0
Max |F| in eV/A: 4.898
HOMO-LUMO gap in eV: 7.47
Energy above the lowest of the compared OMol25 structures with the same formula, charge and spin in kcal per mole: 124.8
E_LUMO in eV: -0.9

```
12
C2H5N3S2 | OMol25 | ωB97M-V with the def2-TZVPD basis set
C -0.44 -0.32 -0.30
C 1.05 1.26 0.82
H -2.01 -0.08 -1.34
H -0.93 1.34 -1.51
H -1.95 -1.74 -0.49
H 0.72 -2.15 1.50
H 0.43 2.20 0.58
N -1.38 0.70 -0.70
N -0.86 -1.54 -0.37
N 0.71 0.02 0.33
S 1.88 -1.26 0.46
S 2.77 1.56 1.03
```

Atom charges from the natural (NBO) analysis, given in e for atoms 1 to 6: atom 1 (C): 0.5597, atom 2 (C): -0.0589, atom 3 (H): 0.3902, atom 4 (H): 0.3788, atom 5 (H): 0.3657, atom 6 (H): 0.1750

---

4.
Below is C2H5N3S2 in the gas phase, with properties calculated with ωB97M-V with the def2-TZVPD basis set.

Output
SMILES string: [H]/N=C/NS/C=N/S
E_HOMO in eV: -8.52
Total charge: 0
Max |F| in eV/A: 0.744
HOMO-LUMO gap in eV: 9.24
Energy above the lowest of the compared OMol25 structures with the same formula, charge and spin in kcal per mole: 51.2
E_LUMO in eV: 0.7

```
12
C2H5N3S2 | OMol25 | ωB97M-V with the def2-TZVPD basis set
C 0.60 -0.90 -0.34
C -1.90 1.17 0.32
H 2.83 1.46 0.80
H 1.10 -1.58 -1.07
H -1.35 -0.13 1.79
H -2.12 1.87 1.12
H -2.13 2.43 -1.05
N 1.11 0.08 0.27
N -1.67 -0.11 0.83
N -1.90 1.44 -0.91
S 2.77 0.38 -0.02
S -1.10 -1.34 -0.16
```

Atom charges from the natural (NBO) analysis, given in e for atoms 1 to 6: atom 1 (C): -0.0979, atom 2 (C): 0.2785, atom 3 (H): 0.1208, atom 4 (H): 0.1831, atom 5 (H): 0.4035, atom 6 (H): 0.1550

---

5.
Below is C2H5N3S2 in the gas phase, with properties calculated with ωB97M-V with the def2-TZVPD basis set.

Output
SMILES string: N/N=C(/N)C(=S)S
E_HOMO in eV: -8.42
Total charge: 0
Max |F| in eV/A: 8.469
HOMO-LUMO gap in eV: 7.80
Energy above the lowest of the compared OMol25 structures with the same formula, charge and spin in kcal per mole: 98.8
E_LUMO in eV: -0.6

```
12
C2H5N3S2 | OMol25 | ωB97M-V with the def2-TZVPD basis set
C -0.85 0.80 -0.06
C 0.38 -0.03 -0.28
H -0.23 -0.02 2.57
H -1.89 -0.75 2.54
H -0.26 1.91 -1.62
H -2.24 1.85 -1.05
H -0.61 -1.93 0.69
N -0.99 -0.47 1.90
N -1.60 0.53 1.00
N -1.14 1.72 -0.87
S 0.40 -1.87 -0.31
S 1.73 0.74 -0.64
```

Atom charges from the natural (NBO) analysis, given in e for atoms 1 to 6: atom 1 (C): 0.2985, atom 2 (C): -0.3152, atom 3 (H): 0.3730, atom 4 (H): 0.3829, atom 5 (H): 0.4341, atom 6 (H): 0.4397

---

6.
Below is a gas-phase ion, C2H5N4O5 (charge +1), with properties calculated with ωB97M-V with the def2-TZVPD basis set.

Output
SMILES string: NC(N)=C(O)[N+](=O)O[N+](=O)[O-]
E_HOMO (spin up / spin down) in eV: -13.89 / -13.89
Total charge: +1
Max |F| in eV/A: 4.691
HOMO-LUMO gap (spin up / spin down) in eV: 8.58 / 8.58
Energy above the lowest of the compared OMol25 structures with the same formula, charge and spin in kcal per mole: 49.8
E_LUMO (spin up / spin down) in eV: -5.3 / -5.3

```
16
C2H5N4O5 | OMol25 | ωB97M-V with the def2-TZVPD basis set
C 0.20 -0.47 -0.16
C -0.87 0.68 -0.15
N -0.05 -1.70 0.09
N 1.50 -0.14 -0.38
N -3.01 1.80 1.16
N -2.05 0.24 -0.45
O -2.59 0.99 1.92
O -2.49 -0.89 -0.51
O -3.33 2.92 1.23
O -2.94 1.39 -0.41
O -0.57 2.01 -0.07
H -0.97 -2.13 0.21
H 0.80 -2.27 0.01
H 1.82 0.80 -0.72
H 2.20 -0.85 -0.48
H -1.21 2.58 -0.50
```

Atom charges from the natural (NBO) analysis, given in e for atoms 1 to 6: atom 1 (C): 0.5105, atom 2 (C): 0.3817, atom 3 (N): -0.6748, atom 4 (N): -0.7376, atom 5 (N): 0.7237, atom 6 (N): 0.3310

---

7.
Below is 2 unconnected molecules or ions with the total composition C2H5N4S, with properties calculated with ωB97M-V with the def2-TZVPD basis set.

Output
E_HOMO (spin up / spin down) in eV: -2.56 / -2.95
Total charge: -1
Max |F| in eV/A: 4.954
HOMO-LUMO gap (spin up / spin down) in eV: 6.57 / 7.02
Energy above the lowest of the compared OMol25 structures with the same formula, charge and spin in kcal per mole: 60.6
E_LUMO (spin up / spin down) in eV: 4.0 / 4.1

```
12
C2H5N4S | OMol25 | ωB97M-V with the def2-TZVPD basis set
C 0.28 -1.32 0.14
C -0.20 1.09 -1.61
N 0.52 0.69 1.01
N -0.54 -1.20 1.28
N 0.78 0.03 -0.07
N -0.31 -0.02 1.75
S -0.82 0.57 3.15
H 1.20 -1.99 0.31
H -0.17 -1.92 -0.76
H 0.44 2.06 -1.41
H -0.04 0.76 -2.59
H -1.14 1.25 -1.19
```

Atom charges from the natural (NBO) analysis, given in e for atoms 1 to 6: atom 1 (C): -0.1346, atom 2 (C): -0.5956, atom 3 (N): -0.1942, atom 4 (N): -0.3593, atom 5 (N): -0.2404, atom 6 (N): -0.0710

---

8.
Below is a gas-phase ion, C2H5N4S (charge +1), with properties calculated with ωB97M-V with the def2-TZVPD basis set.

Output
SMILES string: [NH2+]=c1[nH]cnn1S
E_HOMO in eV: -14.23
Total charge: +1
Max |F| in eV/A: 5.957
HOMO-LUMO gap in eV: 10.47
Energy above the lowest of the compared OMol25 structures with the same formula, charge and spin in kcal per mole: 20.9
E_LUMO in eV: -3.8

```
12
C2H5N4S | OMol25 | ωB97M-V with the def2-TZVPD basis set
C -0.71 -1.70 0.15
C -0.24 0.36 0.12
N 0.56 -1.67 0.18
N 0.88 -0.34 0.12
N -1.30 -0.46 0.12
N -0.19 1.65 0.12
S 2.57 0.19 0.19
H -1.27 -2.61 0.24
H -2.38 -0.24 -0.06
H 0.67 2.06 -0.02
H -1.06 2.30 -0.05
H 2.48 0.45 -1.13
```

Atom charges from the natural (NBO) analysis, given in e for atoms 1 to 6: atom 1 (C): 0.1908, atom 2 (C): 0.5889, atom 3 (N): -0.2082, atom 4 (N): -0.3328, atom 5 (N): -0.5478, atom 6 (N): -0.7462

---

9.
Below is C2H5N5 in the gas phase, with properties calculated with ωB97M-V with the def2-TZVPD basis set.

Output
SMILES string: Nc1nnc(N)[nH]1
E_HOMO in eV: -7.94
Total charge: 0
Max |F| in eV/A: 7.775
HOMO-LUMO gap in eV: 8.50
Energy above the lowest of the compared OMol25 structures with the same formula, charge and spin in kcal per mole: 62.1
E_LUMO in eV: 0.6

```
12
C2H5N5 | OMol25 | ωB97M-V with the def2-TZVPD basis set
C 1.04 0.25 0.01
C -1.19 0.24 0.01
H 3.16 0.47 -0.07
H 2.96 -1.03 0.49
H -2.76 -1.10 -0.32
H -2.87 0.70 -0.01
H -0.08 -1.60 -0.37
N 2.38 -0.12 0.03
N 0.61 1.47 0.10
N -0.75 1.42 -0.08
N -2.43 -0.17 0.22
N -0.06 -0.53 -0.02
```

Atom charges from the natural (NBO) analysis, given in e for atoms 1 to 6: atom 1 (C): 0.4735, atom 2 (C): 0.4565, atom 3 (H): 0.4054, atom 4 (H): 0.4009, atom 5 (H): 0.3876, atom 6 (H): 0.4080

---

10.
Below is C2H5N5O in the gas phase, with properties calculated with ωB97M-V with the def2-TZVPD basis set.

Output
SMILES string: NNc1n[nH][nH]c1=O
E_HOMO in eV: -8.59
Total charge: 0
Max |F| in eV/A: 3.840
HOMO-LUMO gap in eV: 9.12
Energy above the lowest of the compared OMol25 structures with the same formula, charge and spin in kcal per mole: 63.3
E_LUMO in eV: 0.5

```
13
C2H5N5O | OMol25 | ωB97M-V with the def2-TZVPD basis set
C 0.25 -0.43 -0.02
C -0.47 0.84 0.00
H 3.09 -0.23 1.04
H 3.22 0.49 -0.47
H 1.88 -1.73 -0.30
H -2.65 -1.37 0.59
H -2.47 1.05 -0.49
N 2.55 0.21 0.22
N 1.61 -0.73 -0.27
N -0.53 -1.45 0.00
N -1.88 -0.95 -0.09
N -1.80 0.49 0.23
O -0.18 2.04 -0.11
```

Atom charges from the natural (NBO) analysis, given in e for atoms 1 to 6: atom 1 (C): 0.2349, atom 2 (C): 0.5608, atom 3 (H): 0.3399, atom 4 (H): 0.3570, atom 5 (H): 0.3837, atom 6 (H): 0.3798